Record 1
The following is a DFT calculation (ωB97M-V/def2-TZVPD) of 2 unconnected molecules or ions with the total composition C3H9NS2 in a non-equilibrium geometry.

The calculation puts the energy above the lowest of the compared OMol25 structures with the same formula, charge and spin at 105.9 kJ/mol. The HOMO-LUMO gap comes out at 9.65 eV. Its HOMO energy is -8.94 eV. As for the SMILES: C=NC.CSS.

Last column: natural (NBO) charge in e.
Positions of all 15 atoms, in Å:
S  0.82973  -1.47321  -2.42752  -0.1392
S  -1.09748  -1.00874  -2.21025  0.0982
N  -0.19072  0.23101  1.57378  -0.3885
C  0.57071  1.21883  1.68264  -0.0587
C  0.27644  -1.03651  2.07815  -0.4427
C  -1.10176  0.75071  -1.82723  -0.7562
H  0.51502  -1.70663  1.25250  0.2116
H  -0.50425  -1.51722  2.64765  0.2074
H  -2.14299  1.06409  -1.66027  0.2324
H  1.55915  1.15185  2.16360  0.1334
H  1.04486  -1.18810  -3.73086  0.1167
H  -0.68253  1.32347  -2.64814  0.2145
H  -0.54918  0.93613  -0.91634  0.2329
H  1.16446  -0.96239  2.70339  0.1688
H  0.30856  2.21672  1.31890  0.1696

Record 2
The following is a DFT calculation (ωB97M-V/def2-TZVPD) of a molecular structure, C24H24F6FeN3O5 in a non-equilibrium geometry.

The HOMO-LUMO gap (alpha / beta) comes out at 7.32 / 5.11 eV. The multiplicity is 5. Its HOMO energy (alpha / beta) is -10.13 / -11.14 eV. The net charge is +1.

Last column: natural (NBO) charge in e.
Positions of all 63 atoms, in Å:
Fe  -1.98152  -0.86913  1.52972  0.0561
F  6.48669  6.36421  -5.10663  -0.3211
F  4.67783  6.03550  -6.32038  -0.3192
F  0.35350  5.56295  -1.42561  -0.3203
F  0.16491  5.87522  -3.59764  -0.3194
F  0.82946  7.52676  -2.29978  -0.3187
F  4.95025  7.93404  -5.24356  -0.3177
O  -2.86512  0.44398  3.92171  -0.4798
O  0.55263  -2.54719  1.16865  -0.4792
O  3.36490  2.25370  -0.48729  -0.6656
O  -2.06331  1.92592  0.89228  -0.4875
O  -4.75507  -1.35583  0.82506  -0.4774
N  5.04736  3.72440  -1.12482  -0.6145
N  4.00596  -1.10362  1.83859  -0.5552
N  5.45819  2.16748  0.50211  -0.6400
C  5.14058  6.58052  -5.14839  0.9780
C  -2.58134  -0.22738  3.01398  0.4511
C  4.51662  2.69168  -0.36016  0.7988
C  0.24777  -1.28908  1.73003  0.1290
C  2.98231  4.84509  -1.85135  -0.1463
C  0.70628  -0.12140  0.96203  -0.2121
C  -2.07241  0.76065  0.93706  0.4511
C  2.37131  5.75578  -2.70584  -0.1312
C  2.15698  0.44535  2.87551  -0.2794
C  -3.61122  -1.25146  1.00252  0.4688
C  5.05200  1.17078  1.50728  -0.2172
C  5.41085  -2.40457  0.38084  -0.4288
C  1.67179  0.67540  1.53902  -0.2844
C  -0.21874  -3.70260  1.64651  -0.2690
C  0.93291  6.17260  -2.50064  0.9768
C  5.06617  5.15242  -3.07176  -0.1936
C  1.33969  -0.37765  3.69906  -0.1812
C  4.34395  4.55058  -2.01683  0.1315
C  4.70454  -0.16626  0.86289  -0.0616
C  4.41421  6.00112  -3.95698  -0.1195
C  5.90157  -0.96232  0.34808  -0.4176
C  0.29045  -1.13682  3.19578  -0.2474
C  4.52148  -2.54112  1.61980  -0.2161
C  3.06804  6.31736  -3.77784  -0.1544
H  2.13550  1.44017  0.90969  0.2759
H  1.54252  -0.34913  4.78815  0.2289
H  3.90654  -0.78986  2.81394  0.4530
H  6.12599  4.93470  -3.18889  0.2326
H  5.07979  -2.87055  2.50723  0.2294
H  3.95551  -0.00272  0.06796  0.2584
H  6.77381  -0.83095  1.00757  0.2156
H  6.18670  -0.61255  -0.65319  0.2580
H  6.25885  -3.09567  0.39082  0.2531
H  2.87108  1.15938  3.29404  0.2228
H  2.42080  4.36937  -1.04718  0.2497
H  -0.75764  -3.51580  2.60711  0.1997
H  4.20184  1.54561  2.09589  0.2062
H  0.51521  -4.52111  1.77044  0.2064
H  3.63433  -3.17865  1.49034  0.2372
H  5.91030  1.04371  2.18704  0.2202
H  0.46733  -0.05491  -0.11038  0.2551
H  -0.94803  -3.97046  0.85759  0.2209
H  3.02135  -1.13654  1.56465  0.4711
H  -0.32424  -1.80689  3.83465  0.2465
H  4.80131  -2.60634  -0.51039  0.2281
H  2.57151  6.99263  -4.46035  0.2519
H  6.19424  2.81673  0.76503  0.4099
H  6.05319  3.73911  -1.15556  0.4037

Record 3
The following is a DFT calculation (ωB97M-V/def2-TZVPD) of a molecular structure, C18H23N4O6STi.

The HOMO-LUMO gap comes out at 7.97 eV. Its HOMO energy is -12.23 eV. The net charge is +1.

Last column: natural (NBO) charge in e.
Positions of all 53 atoms, in Å:
Ti  2.31991  -0.64334  0.90479  1.2859
S  1.15594  1.26174  1.82591  -0.0783
O  1.26305  -0.92999  -0.59643  -0.7204
O  -0.57000  2.85015  -2.44618  -0.4814
O  5.65211  -0.70588  1.42021  -0.3295
O  0.75667  -2.02368  -2.48725  -0.5224
O  0.96187  -2.00577  2.19365  -0.7088
O  3.48060  -1.15966  2.30687  -0.6698
N  -1.25139  0.64367  0.87211  -0.5249
N  5.26715  0.34972  0.53854  -0.0080
N  2.85838  -2.73804  0.26596  -0.4224
N  0.00094  2.20263  -0.35224  -0.6489
C  4.10514  -0.09057  0.22252  -0.1426
C  -2.35211  0.37042  -0.07515  -0.2399
C  -4.44929  4.60599  0.18645  -0.1605
C  4.27275  -2.72734  0.73214  -0.2670
C  -3.07395  -0.73735  -2.19707  -0.6070
C  -3.40199  4.35587  1.06202  -0.2251
C  -3.18401  3.68743  -1.63518  -0.1447
C  -4.34179  4.27518  -1.15904  -0.2024
C  -0.16606  1.35568  0.67004  0.4296
C  1.45136  -1.88491  -1.52882  0.7896
C  2.67468  -2.73953  -1.18944  -0.3470
C  -2.24324  3.75428  0.59747  -0.1219
C  -1.90070  -0.45953  -1.26874  -0.4107
C  -0.92412  2.78758  -1.30597  0.6954
C  -2.14056  3.41386  -0.74992  -0.2391
C  4.38061  -1.32016  1.28153  0.4280
C  1.56632  -3.31908  2.29744  -0.0870
C  1.96622  -3.72814  0.90106  -0.2467
H  3.54469  -2.29066  -1.67226  0.2562
H  4.95913  -2.91781  -0.09273  0.2402
H  2.42000  -3.26197  2.97283  0.2118
H  -1.45888  -1.39463  -0.91486  0.2095
H  -5.15879  4.48327  -1.83537  0.2337
H  -2.79937  1.31210  -0.38556  0.2306
H  1.06892  -3.79397  0.28149  0.2262
H  2.43362  -4.71822  0.91272  0.2303
H  -3.07254  3.43403  -2.68036  0.2433
H  -3.86456  -1.28916  -1.68674  0.2077
H  0.83016  -4.01949  2.69535  0.2131
H  4.43426  -3.46861  1.51696  0.2350
H  2.52250  -3.74367  -1.59288  0.2408
H  -1.20848  0.06088  1.69161  0.4270
H  -3.48443  4.63986  2.10172  0.2304
H  -3.11467  -0.14809  0.50628  0.2237
H  -5.35351  5.07212  0.55251  0.2312
H  0.99337  -1.59172  3.06394  0.5151
H  -3.50573  0.19017  -2.57535  0.2084
H  -2.75660  -1.32473  -3.05677  0.2362
H  -1.10897  0.05931  -1.80737  0.2208
H  -1.41944  3.58191  1.27648  0.2078
H  0.96482  2.42782  -0.55890  0.4493